1.
Computed, not measured: an isolated molecule of C2H5NO at a distorted geometry, with ωB97M-V/def2-TZVPD.

Last column: Löwdin charge in e.
Cartesian coordinates (Å):
1 C -0.6852 -0.5253 0.7348  -0.07
2 N 0.3064 -0.3307 -0.3182  -0.05
3 C 0.8146 0.8812 -0.6899  -0.38
4 O 0.8467 1.8485 0.0333  0.03
5 H -0.8509 -1.5806 0.9185  0.08
6 H -0.3320 0.0068 1.6132  0.08
7 H -1.6221 -0.0874 0.3883  0.08
8 H 0.5304 -1.1098 -0.9046  0.11
9 H 0.9922 0.8974 -1.7754  0.13

Values from the calculation:
Gap between HOMO and LUMO, eV: 10.6
Energy relative to the best compared isomer or geometry (same formula, charge and spin), kJ/mol: 73.24
E_HOMO, hartree: -0.35683

=====

2.
Computed, not measured: a cluster of 9 separate species, C33H58N2O17 in total at a distorted geometry, with ωB97M-V/def2-TZVPD.

Last column: Löwdin charge in e.
Cartesian coordinates (Å):
1 C 4.9617 7.6371 7.3534  -0.07
2 C 5.3268 8.0436 5.8797  -0.19
3 O 4.3106 7.5970 4.9756  0.00
4 C 4.3202 6.3099 4.6366  -0.54
5 C 3.2229 5.8929 3.6442  0.02
6 O 5.1466 5.4846 4.9451  0.09
7 H 5.6746 8.1198 8.0218  0.07
8 H 4.9035 6.5752 7.5926  0.07
9 H 3.9599 7.9771 7.6158  0.07
10 H 5.1986 9.1219 5.9741  0.12
11 H 6.3612 7.7440 5.7112  0.12
12 H 3.3742 4.8397 3.4075  0.08
13 H 3.2240 6.4411 2.7021  0.08
14 H 2.2406 6.0386 4.0934  0.08
15 C -6.2313 -2.3005 -4.5455  -0.05
16 C -6.4245 -1.4897 -5.8662  -0.22
17 O -6.1198 -2.1439 -7.0842  -0.01
18 C -4.9706 -1.8969 -7.7523  -0.53
19 C -4.6533 -2.8800 -8.8522  0.02
20 O -4.2661 -0.9290 -7.6364  0.10
21 H -5.2032 -2.2300 -4.1902  0.07
22 H -6.5339 -3.3336 -4.7167  0.08
23 H -6.8260 -1.9291 -3.7109  0.07
24 H -7.5101 -1.4044 -5.9146  0.11
25 H -6.0039 -0.4842 -5.8702  0.12
26 H -4.8081 -2.4765 -9.8528  0.09
27 H -5.2703 -3.7735 -8.7570  0.08
28 H -3.5992 -3.1242 -8.7204  0.09
29 C -8.3381 5.4068 6.1433  -0.09
30 C -8.1705 3.9343 5.9355  -0.23
31 O -6.9679 3.5373 6.6463  -0.02
32 C -6.2799 2.4540 6.1827  -0.51
33 C -5.2491 2.0491 7.2408  0.02
34 O -6.5519 1.8205 5.1894  0.10
35 H -7.5584 5.9704 5.6309  0.07
36 H -8.1951 5.6174 7.2032  0.08
37 H -9.3164 5.7565 5.8136  0.08
38 H -9.0298 3.5737 6.5008  0.12
39 H -8.2826 3.6460 4.8903  0.12
40 H -4.4604 1.5768 6.6551  0.08
41 H -5.6773 1.3429 7.9522  0.09
42 H -4.9280 2.8570 7.8982  0.08
43 C 0.7200 -11.1780 -3.6128  -0.04
44 C 1.9704 -10.5277 -2.9185  -0.23
45 O 1.6142 -9.6652 -1.8845  -0.01
46 C 1.6637 -8.3376 -2.0680  -0.55
47 C 1.1591 -7.6121 -0.8743  0.02
48 O 1.9931 -7.7296 -3.0555  0.10
49 H 0.8502 -11.2284 -4.6938  0.07
50 H -0.2008 -10.6560 -3.3526  0.08
51 H 0.7080 -12.1726 -3.1670  0.06
52 H 2.6906 -11.2671 -2.5680  0.12
53 H 2.5053 -10.0201 -3.7212  0.11
54 H 0.1128 -7.9098 -0.8061  0.09
55 H 1.3195 -6.5450 -1.0286  0.09
56 H 1.6352 -8.0101 0.0218  0.09
57 O 10.3248 0.1713 1.7758  0.16
58 C 9.3977 -0.1111 2.4787  -0.58
59 O 8.8943 -1.3687 2.7272  0.07
60 C 7.7063 -1.2269 3.5380  -0.11
61 C 7.5611 0.2403 3.6108  -0.18
62 O 8.7029 0.7881 3.1125  0.10
63 H 6.8690 -1.6640 2.9939  0.13
64 H 7.7629 -1.6999 4.5184  0.13
65 H 7.4379 0.5627 4.6447  0.14
66 H 6.7537 0.6888 3.0319  0.14
67 O -2.1821 6.2376 -0.3325  0.12
68 C -3.2852 6.7232 -0.0781  -0.54
69 O -4.2312 6.0705 0.6386  0.06
70 C -5.3324 6.9209 0.7935  -0.13
71 C -5.1296 7.9550 -0.3101  -0.12
72 O -3.7751 7.8176 -0.6390  0.09
73 H -6.2478 6.3349 0.7117  0.13
74 H -5.2756 7.3640 1.7878  0.13
75 H -5.3147 8.9753 0.0259  0.13
76 H -5.7824 7.7189 -1.1504  0.13
77 O 8.7676 -4.0077 -2.2574  0.12
78 C 8.0141 -3.0489 -2.4727  -0.53
79 O 8.3444 -1.7229 -2.6407  0.06
80 C 7.2426 -0.9081 -2.8959  -0.14
81 C 6.1492 -1.9502 -2.8033  -0.14
82 O 6.7232 -3.1595 -2.4468  0.10
83 H 7.1060 -0.1350 -2.1397  0.13
84 H 7.2707 -0.4014 -3.8605  0.13
85 H 5.8141 -2.0060 -3.8390  0.13
86 H 5.2894 -1.7052 -2.1798  0.14
87 C -1.5577 -1.6352 0.8856  -0.12
88 C -1.7810 -0.2637 1.4598  -0.25
89 C -0.6026 0.7178 1.3675  -0.20
90 C 0.7159 0.1421 1.3282  -0.25
91 N 1.7531 -0.3863 1.2431  0.14
92 H -2.4222 -2.2505 1.1350  0.07
93 H -0.7018 -2.2411 1.1830  0.08
94 H -1.5805 -1.6463 -0.2041  0.07
95 H -1.9713 -0.4826 2.5105  0.10
96 H -2.6683 0.2859 1.1454  0.11
97 H -0.5391 1.3992 2.2159  0.12
98 H -0.7126 1.3872 0.5142  0.12
99 C 0.3197 -1.0658 -4.4749  -0.10
100 C 1.0748 -2.3233 -5.0330  -0.23
101 C 0.0946 -3.2420 -5.7766  -0.20
102 C -0.8857 -3.9453 -4.9706  -0.24
103 N -1.6396 -4.5305 -4.3296  0.14
104 H -0.5336 -1.3543 -3.8611  0.06
105 H -0.0467 -0.3902 -5.2478  0.07
106 H 1.0061 -0.5020 -3.8431  0.06
107 H 1.5869 -2.8546 -4.2308  0.11
108 H 1.8352 -1.8980 -5.6881  0.10
109 H 0.5937 -3.9154 -6.4733  0.12
110 H -0.4543 -2.5689 -6.4353  0.11

Values from the calculation:
Gap between HOMO and LUMO, eV: 10.3
Energy relative to the best compared isomer or geometry (same formula, charge and spin), kJ/mol: 316.51
E_HOMO, hartree: -0.37332

=====

3.
Computed, not measured: a structure of composition C12H16Cu2F6N3OP at a distorted geometry, with ωB97M-V/def2-TZVPD.

Last column: Löwdin charge in e.
Cartesian coordinates (Å):
1 Cu -13.1226 -5.0527 5.2236  0.73
2 Cu -9.9524 -2.0694 5.1353  0.79
3 O -13.0862 -1.9415 7.0705  -0.47
4 H -12.7590 -1.7180 7.9636  -0.10
5 P -7.0648 -1.0484 9.2649  0.24
6 F -8.7232 -1.0451 9.2922  -0.22
7 F -7.0246 -2.2444 10.3268  -0.17
8 F -7.0064 -2.2166 8.1489  -0.21
9 F -5.3573 -1.0761 9.1130  -0.24
10 F -7.2191 0.1447 8.1382  -0.20
11 F -6.9186 0.0449 10.5037  -0.19
12 N -17.2365 -2.1581 9.7201  -0.02
13 C -17.0296 -2.4618 11.0280  -0.13
14 C -18.2547 -2.3571 11.6997  -0.11
15 C -19.1714 -2.0122 10.7246  -0.13
16 C -18.5074 -1.8062 9.5037  -0.14
17 H -16.5009 -2.0701 9.0336  0.15
18 H -16.0219 -2.7464 11.2924  0.10
19 H -18.4646 -2.4072 12.7579  0.09
20 H -20.2185 -1.7504 10.7620  0.09
21 H -18.8550 -1.4878 8.5320  0.10
22 N -16.4737 1.3554 5.2996  0.01
23 C -16.9285 1.5043 3.9713  -0.14
24 C -17.6715 2.6606 3.9019  -0.14
25 C -17.6889 3.2920 5.1591  -0.10
26 C -17.0202 2.3930 5.9952  -0.15
27 H -15.8338 0.6304 5.5912  0.14
28 H -16.4798 0.9315 3.1731  0.09
29 H -18.2306 3.0339 3.0567  0.09
30 H -18.2077 4.2205 5.3468  0.09
31 H -16.8572 2.3595 7.0623  0.10
32 N -10.3375 -6.4512 8.8899  0.01
33 C -11.5860 -6.1828 9.3529  -0.13
34 C -12.5235 -6.9410 8.6635  -0.12
35 C -11.7523 -7.8131 7.8566  -0.14
36 C -10.4082 -7.4787 8.0181  -0.15
37 H -9.5146 -6.0245 9.2910  0.16
38 H -11.6334 -5.2753 9.9364  0.12
39 H -13.6022 -6.9930 8.6568  0.09
40 H -12.1715 -8.6314 7.2900  0.08
41 H -9.4879 -7.8313 7.5764  0.11

Values from the calculation:
Gap between HOMO and LUMO, eV: 3.4
Energy relative to the best compared isomer or geometry (same formula, charge and spin), kJ/mol: 642.94
E_HOMO, hartree: -0.29765

=====

4.
Computed, not measured: a structure of composition C31H13BrCl108GaINO2P2 at a distorted geometry, with ωB97M-V/def2-TZVPD.

Last column: Löwdin charge in e.
Cartesian coordinates (Å):
1 C -4.0583 0.7620 3.1364  -0.16
2 C -2.7220 1.5747 2.6455  -0.27
3 C -2.2483 1.2675 1.1072  -0.32
4 C -0.6475 1.4655 0.8156  -0.35
5 Ga 0.1717 3.2185 1.5431  -0.11
6 N -0.3681 3.6997 3.3426  -0.18
7 P 2.5201 2.8224 1.6679  0.29
8 O 2.7876 1.0874 1.8539  -0.56
9 Br 3.2317 3.7468 3.6177  0.12
10 P -0.1103 5.0755 0.1367  0.29
11 O -0.3291 6.4977 1.1226  -0.59
12 I -2.1984 4.7429 -1.1766  0.27
13 H -4.0576 0.8111 4.3290  0.05
14 H -3.9728 -0.3514 2.7844  0.08
15 H -4.9932 1.3394 2.7341  0.01
16 H -1.8522 1.3809 3.4040  0.10
17 H -2.9550 2.7443 2.6953  0.10
18 H -2.8888 1.8463 0.2894  0.08
19 H -2.4792 0.1120 0.9147  0.04
20 H -0.0477 0.4810 1.1255  0.06
21 H -0.5340 1.5151 -0.3721  0.00
22 H -0.3510 2.8660 3.9809  -0.01
23 H -1.3458 4.1041 3.3073  -0.03
24 H 2.7013 0.6406 0.9389  0.00
25 H -0.7894 6.2806 1.9857  0.01
26 C -0.8905 -1.7536 -2.0843  -1.96
27 Cl -0.7384 -3.4488 -1.5574  0.49
28 Cl -2.3773 -1.0499 -1.3994  0.54
29 Cl 0.5213 -0.8264 -1.5171  0.52
30 Cl -0.9677 -1.6892 -3.8632  0.51
31 C 3.6333 1.4750 -2.1185  -1.96
32 Cl 3.7854 -0.2201 -1.5915  0.47
33 Cl 2.1466 2.1787 -1.4336  0.51
34 Cl 5.0451 2.4023 -1.5513  0.53
35 Cl 3.5561 1.5394 -3.8974  0.52
36 C 4.8753 -2.7712 -4.7676  -1.96
37 Cl 5.4173 -4.3591 -4.1681  0.47
38 Cl 3.1280 -2.5890 -4.4705  0.49
39 Cl 5.7603 -1.4809 -3.9151  0.49
40 Cl 5.1957 -2.6556 -6.5165  0.48
41 C -2.0930 7.3086 -4.7375  -2.01
42 Cl -1.4750 5.6534 -4.9669  0.48
43 Cl -1.3903 8.0048 -3.2555  0.48
44 Cl -1.6385 8.3117 -6.1382  0.50
45 Cl -3.8680 7.2648 -4.5894  0.48
46 C 7.1066 1.6968 4.1783  -2.00
47 Cl 7.1245 3.4126 4.6580  0.49
48 Cl 7.2753 0.6733 5.6269  0.50
49 Cl 5.5663 1.3239 3.3639  0.50
50 Cl 8.4600 1.3773 3.0644  0.49
51 C -6.0489 5.5923 1.1491  -1.97
52 Cl -7.1209 6.1058 2.4763  0.48
53 Cl -6.1940 3.8319 0.9157  0.49
54 Cl -6.5179 6.4309 -0.3514  0.50
55 Cl -4.3629 6.0006 1.5556  0.49
56 C 2.9663 7.6306 2.4058  -1.98
57 Cl 3.3504 6.3931 1.1829  0.49
58 Cl 1.5231 7.1309 3.3235  0.55
59 Cl 4.3448 7.8124 3.5200  0.47
60 Cl 2.6470 9.1858 1.5972  0.50
61 C 3.2576 -5.8332 -0.9185  -1.97
62 Cl 2.1821 -6.3918 -2.2245  0.50
63 Cl 4.9124 -6.4212 -1.2195  0.47
64 Cl 3.2597 -4.0520 -0.8719  0.52
65 Cl 2.6765 -6.4675 0.6417  0.50
66 C -1.3968 -8.3096 -2.5459  -2.00
67 Cl -1.3789 -6.5938 -2.0661  0.48
68 Cl -1.2281 -9.3331 -1.0972  0.52
69 Cl -2.9371 -8.6825 -3.3603  0.52
70 Cl -0.0434 -8.6291 -3.6597  0.48
71 C -6.2282 10.2997 -1.7828  -1.99
72 Cl -7.3037 9.7411 -3.0888  0.51
73 Cl -4.5734 9.7116 -2.0838  0.51
74 Cl -6.2261 12.0809 -1.7362  0.51
75 Cl -6.8093 9.6654 -0.2226  0.44
76 C 8.9564 -0.8731 -7.8420  -2.01
77 Cl 9.8888 -2.3855 -7.9748  0.50
78 Cl 10.0703 0.5169 -7.8822  0.51
79 Cl 7.8140 -0.7581 -9.2046  0.51
80 Cl 8.0523 -0.8655 -6.3067  0.48
81 C -6.6371 3.0642 5.7413  -1.95
82 Cl -6.0952 1.4763 6.3408  0.51
83 Cl -8.3845 3.2464 6.0384  0.49
84 Cl -5.7522 4.3545 6.5939  0.53
85 Cl -6.3168 3.1798 3.9925  0.47
86 C 7.6417 8.8036 1.1622  -1.98
87 Cl 8.1692 8.9888 -0.5295  0.51
88 Cl 8.0069 7.1515 1.7207  0.50
89 Cl 8.5037 9.9804 2.1853  0.48
90 Cl 5.8872 9.0937 1.2725  0.48
91 C -8.4447 10.9893 3.0661  -1.99
92 Cl -7.8267 9.3340 2.8367  0.47
93 Cl -7.7420 11.6855 4.5481  0.51
94 Cl -7.9901 11.9924 1.6654  0.49
95 Cl -10.2197 10.9454 3.2143  0.51
96 C 8.9043 -6.6497 -4.4163  -1.99
97 Cl 9.6569 -7.4165 -5.8376  0.52
98 Cl 9.9689 -6.8474 -3.0014  0.51
99 Cl 8.6598 -4.9142 -4.7377  0.50
100 Cl 7.3317 -7.4204 -4.0887  0.48
101 C 8.4684 -10.8934 -1.5157  -1.97
102 Cl 7.6571 -9.3210 -1.3064  0.45
103 Cl 10.1708 -10.7555 -1.0083  0.49
104 Cl 7.6492 -12.1219 -0.5185  0.51
105 Cl 8.3967 -11.3753 -3.2295  0.52
106 C 11.6636 7.7787 3.4009  -2.00
107 Cl 13.4011 7.7319 3.7923  0.51
108 Cl 10.8835 6.2860 3.9822  0.51
109 Cl 10.9141 9.1877 4.1932  0.49
110 Cl 11.4556 7.9092 1.6362  0.50
111 C 6.9331 -7.4649 2.3470  -1.96
112 Cl 7.5249 -6.3972 3.6448  0.49
113 Cl 8.0814 -7.4368 0.9849  0.48
114 Cl 6.7880 -9.1291 2.9670  0.52
115 Cl 5.3385 -6.8969 1.7914  0.47
116 C -10.2658 0.5665 3.2471  -1.98
117 Cl -10.9604 0.2282 1.6417  0.49
118 Cl -11.4773 1.3975 4.2553  0.51
119 Cl -9.7956 -0.9657 4.0256  0.50
120 Cl -8.8301 1.6059 3.0660  0.49
121 C 9.3712 -6.9678 7.5646  -2.01
122 Cl 11.0811 -7.3174 7.9231  0.51
123 Cl 8.3433 -7.6495 8.8505  0.51
124 Cl 9.1298 -5.2043 7.4838  0.52
125 Cl 8.9304 -7.6999 6.0012  0.47
126 C -6.5030 -1.3824 -1.4358  -1.98
127 Cl -5.9610 -2.9703 -0.8363  0.52
128 Cl -8.2503 -1.2002 -1.1387  0.48
129 Cl -5.6180 -0.0921 -0.5832  0.51
130 Cl -6.1826 -1.2668 -3.1846  0.48
131 C -11.3423 0.7748 -3.3816  -1.99
132 Cl -12.4178 0.2162 -4.6876  0.48
133 Cl -9.6875 0.1868 -3.6826  0.49
134 Cl -11.3401 2.5560 -3.3350  0.53
135 Cl -11.9234 0.1405 -1.8213  0.49
136 C 1.4484 -5.0837 -7.2737  -1.99
137 Cl 0.6371 -3.5114 -7.0643  0.51
138 Cl 3.1508 -4.9458 -6.7662  0.48
139 Cl 0.6292 -6.3122 -6.2764  0.50
140 Cl 1.3766 -5.5656 -8.9875  0.52
141 C -6.9464 -4.3892 -5.6316  -2.00
142 Cl -7.7577 -2.8168 -5.4222  0.48
143 Cl -5.2440 -4.2513 -5.1241  0.51
144 Cl -7.7656 -5.6177 -4.6343  0.51
145 Cl -7.0181 -4.8711 -7.3454  0.51
146 C 11.4153 -12.9496 2.5324  -2.00
147 Cl 12.3478 -14.4620 2.3996  0.51
148 Cl 12.5293 -11.5596 2.4922  0.51
149 Cl 10.2730 -12.8347 1.1698  0.46
150 Cl 10.5112 -12.9421 4.0677  0.51
151 C -8.8383 -0.1415 8.7761  -2.00
152 Cl -9.6496 1.4308 8.9854  0.50
153 Cl -7.1359 -0.0036 9.2836  0.50
154 Cl -9.6575 -1.3700 9.7734  0.51
155 Cl -8.9100 -0.6235 7.0623  0.47
156 C -15.4996 -2.4634 -4.7056  -2.00
157 Cl -14.7203 -1.7666 -6.1484  0.50
158 Cl -15.3395 -4.2376 -4.7426  0.51
159 Cl -14.7122 -1.8266 -3.2395  0.49
160 Cl -17.2259 -2.0229 -4.6917  0.51

Values from the calculation:
Gap between HOMO and LUMO, eV: 5.5
Charge: -1
E_HOMO, hartree: -0.17094

=====

Which formula does entry 1 have?
C2H5NO

=====

Number 3 is which compound?
C12H16Cu2F6N3OP

=====

Which formula does entry 2 have?
C33H58N2O17